(1)
{
  "formula": "C3H4N2O2",
  "method": "ωB97M-V/def2-TZVPD",
  "species": ["C", "C", "N", "N", "C", "O", "O", "H", "H", "H", "H"],
  "positions_angstrom": [[1.79, -0.32, -0.01], [0.47, 0.30, -0.14], [0.17, 1.56, -0.10], [-1.18, 1.61, 0.02], [-1.63, 0.27, -0.03], [-2.85, -0.27, -0.05], [-0.55, -0.50, -0.10], [1.85, -0.52, 1.08], [1.97, -1.27, -0.53], [2.67, 0.34, -0.23], [-2.70, -1.21, 0.08]],
  "mulliken_charge": [-1.01, 0.73, -0.35, -0.45, 0.64, -0.44, -0.31, 0.24, 0.31, 0.31, 0.34],
  "e_lumo_ev": 0.3,
  "smiles": "Cc1nnc(O)o1",
  "homo_energy_ha": -0.332,
  "homo_lumo_gap_ha": 0.3435
}


(2)
{
  "formula": "C3H4N2O2",
  "method": "ωB97M-V/def2-TZVPD",
  "species": ["C", "C", "C", "H", "H", "H", "H", "N", "N", "O", "O"],
  "positions_angstrom": [[1.96, -0.29, -0.05], [0.49, -0.09, 0.07], [-1.55, -0.06, 0.04], [2.09, -1.34, -0.16], [2.37, 0.34, -0.82], [2.44, 0.02, 0.89], [-3.38, 0.38, -0.08], [-0.50, -0.91, 0.10], [-1.24, 1.20, 0.07], [-2.82, -0.44, -0.05], [0.14, 1.19, 0.00]],
  "mulliken_charge": [-1.02, 0.81, 0.51, 0.33, 0.31, 0.27, 0.37, -0.56, -0.41, -0.49, -0.12],
  "e_lumo_ev": 0.8,
  "homo_energy_ha": -0.364,
  "homo_lumo_gap_ha": 0.3934
}


(3)
{
  "formula": "C3H4N2O2",
  "method": "ωB97M-V/def2-TZVPD",
  "species": ["O", "C", "C", "N", "N", "C", "O", "H", "H", "H", "H"],
  "positions_angstrom": [[-3.42, -0.22, -0.09], [-2.34, -0.73, 0.05], [-1.17, 0.16, -0.06], [0.00, -0.38, 0.10], [1.05, 0.45, 0.16], [2.42, 0.05, 0.01], [2.83, -1.12, -0.10], [-2.20, -1.90, 0.31], [-1.24, 1.23, -0.08], [0.99, 1.53, -0.18], [3.08, 0.92, -0.11]],
  "mulliken_charge": [-0.45, 0.01, -0.01, -0.33, -0.03, 0.04, -0.47, 0.28, 0.34, 0.31, 0.30],
  "e_lumo_ev": -0.5,
  "smiles": "O=C/C=N/NC=O",
  "homo_energy_ha": -0.370,
  "homo_lumo_gap_ha": 0.3514
}


(4)
{
  "formula": "C3H4N2O2",
  "method": "ωB97M-V/def2-TZVPD",
  "species": ["C", "N", "C", "N", "H", "H", "H", "H", "O", "C", "O"],
  "positions_angstrom": [[-0.22, 1.16, 0.88], [-0.20, -0.01, 0.00], [-1.27, -0.12, -0.90], [-1.56, -0.82, 0.08], [-1.09, 1.80, 0.75], [-0.18, 0.80, 1.92], [0.69, 1.73, 0.69], [-1.60, 0.21, -1.88], [1.21, -2.02, -1.42], [1.79, -1.57, -0.50], [2.44, -1.18, 0.38]],
  "mulliken_charge": [-0.85, -0.12, 0.17, -0.41, 0.33, 0.27, 0.29, 0.30, -0.43, 0.87, -0.42],
  "e_lumo_ev": 0.8,
  "smiles": "CN1C=N1.O=C=O",
  "homo_energy_ha": -0.359,
  "homo_lumo_gap_ha": 0.3891
}


(5)
{
  "formula": "C3H4N2O2",
  "method": "ωB97M-V/def2-TZVPD",
  "species": ["H", "N", "C", "C", "C", "O", "O", "N", "H", "H", "H"],
  "positions_angstrom": [[2.26, -1.13, -0.04], [2.23, -0.09, 0.07], [0.93, 0.09, -0.14], [-0.35, -0.79, 0.04], [-1.56, 0.14, 0.04], [-2.77, -0.22, -0.14], [-1.05, 1.38, 0.29], [0.31, 1.46, -0.35], [-0.13, -1.63, 0.83], [-0.52, -1.42, -0.78], [0.64, 2.20, 0.17]],
  "mulliken_charge": [0.26, -0.65, 0.49, -0.46, 0.52, -0.56, -0.26, -0.22, 0.32, 0.29, 0.27],
  "e_lumo_ev": 0.2,
  "smiles": "[H]/N=C1\\CC(=O)ON1",
  "homo_energy_ha": -0.386,
  "homo_lumo_gap_ha": 0.3954
}


(6)
{
  "formula": "C3H4N2O2",
  "method": "ωB97M-V/def2-TZVPD",
  "species": ["N", "C", "C", "O", "C", "O", "N", "H", "H", "H", "H"],
  "positions_angstrom": [[0.26, 1.74, -0.27], [-0.12, 0.39, -0.24], [0.21, -0.55, -1.15], [0.10, -1.79, -0.70], [-0.05, -1.61, 1.06], [-0.39, -2.46, 1.81], [-0.47, -0.22, 0.96], [-0.46, 2.39, 0.02], [0.59, 2.00, -1.19], [0.77, -0.30, -2.06], [-0.44, 0.41, 1.76]],
  "mulliken_charge": [-0.56, 0.22, -0.08, -0.45, 0.36, -0.40, -0.11, 0.25, 0.23, 0.27, 0.27],
  "e_lumo_ev": [0.3, 0.3],
  "smiles": "Nc1coc(=O)[nH]1",
  "homo_energy_ha": [-0.290, -0.290],
  "homo_lumo_gap_ha": [0.3015, 0.3015]
}


(7)
{
  "formula": "C3H4N2O2",
  "method": "ωB97M-V/def2-TZVPD",
  "species": ["C", "C", "C", "N", "N", "O", "O", "H", "H", "H", "H"],
  "positions_angstrom": [[1.44, -0.12, 1.32], [-0.72, 0.14, -0.60], [1.16, 0.54, 0.08], [1.52, -0.85, 2.18], [-0.51, -0.85, -1.42], [-1.63, 0.87, -0.37], [2.01, -0.16, -0.96], [1.35, 1.67, 0.10], [0.48, -1.09, -1.49], [-1.23, -1.42, -1.67], [2.66, -0.46, -0.36]],
  "mulliken_charge": [0.33, 0.30, -0.18, -0.39, -0.28, -0.38, -0.51, 0.29, 0.29, 0.21, 0.33],
  "e_lumo_ev": [0.7, -3.1],
  "multiplicity": 3,
  "homo_energy_ha": [-0.201, -0.427],
  "homo_lumo_gap_ha": [0.2287, 0.3130]
}


(8)
{
  "formula": "C3H4N2O2S",
  "method": "ωB97M-V/def2-TZVPD",
  "species": ["O", "C", "C", "S", "N", "C", "N", "O", "H", "H", "H", "H"],
  "positions_angstrom": [[1.89, -1.19, 0.16], [0.74, -1.17, 0.77], [-0.70, -1.02, 0.62], [-1.83, -1.99, 1.37], [-0.99, -0.27, -0.41], [-0.27, 0.57, -1.25], [0.55, 1.59, -0.93], [0.76, 1.78, 0.50], [1.04, -1.39, 1.90], [-2.10, 0.10, -0.70], [-0.61, 0.44, -2.29], [1.55, 2.57, 0.25]],
  "mulliken_charge": [-0.48, -0.01, 0.40, -0.25, -0.27, -0.12, -0.31, -0.40, 0.27, 0.35, 0.40, 0.43],
  "e_lumo_ev": -1.3,
  "smiles": "O=CC(=S)N/C=N\\O",
  "homo_energy_ha": -0.345,
  "homo_lumo_gap_ha": 0.2960
}


(9)
{
  "formula": "C3H4N2O2S",
  "method": "ωB97M-V/def2-TZVPD",
  "species": ["N", "C", "C", "O", "C", "N", "S", "O", "H", "H", "H", "H"],
  "positions_angstrom": [[2.54, -0.53, -0.22], [1.25, 0.11, -0.17], [0.68, 1.32, -0.04], [-0.72, 1.15, -0.04], [-0.93, -0.18, -0.08], [-1.99, -0.83, -0.04], [-3.46, 0.08, -0.16], [0.27, -0.84, -0.04], [2.35, -1.65, -0.02], [3.32, -0.02, 0.46], [0.96, 2.38, -0.07], [-4.27, -1.00, 0.41]],
  "mulliken_charge": [-0.60, 0.54, -0.48, -0.35, 0.68, -0.40, -0.17, -0.35, 0.33, 0.29, 0.35, 0.16],
  "e_lumo_ev": 0.5,
  "smiles": "Nc1co/c(=N\\S)o1",
  "homo_energy_ha": -0.294,
  "homo_lumo_gap_ha": 0.3132
}


(10)
{
  "formula": "C3H4N2O2S",
  "method": "ωB97M-V/def2-TZVPD",
  "species": ["O", "N", "C", "C", "C", "N", "S", "O", "H", "H", "H", "H"],
  "positions_angstrom": [[0.04, -2.43, -0.80], [0.55, -1.62, 0.20], [-0.34, -1.69, 1.30], [-0.61, -0.35, 1.69], [-0.12, 0.41, 0.54], [-0.54, 1.55, 0.21], [0.04, 2.28, -1.11], [0.73, -0.34, -0.14], [0.69, -2.68, -1.66], [-0.64, -2.64, 1.79], [-1.54, -0.02, 2.38], [0.93, 1.27, -1.35]],
  "mulliken_charge": [-0.50, 0.18, -0.20, -0.49, 0.78, -0.48, -0.14, -0.30, 0.36, 0.35, 0.28, 0.16],
  "e_lumo_ev": 0.0,
  "smiles": "On1cc/c(=N/S)o1",
  "homo_energy_ha": -0.289,
  "homo_lumo_gap_ha": 0.2905
}


(11)
{
  "formula": "C3H4N2O2S",
  "method": "ωB97M-V/def2-TZVPD",
  "species": ["O", "C", "N", "N", "C", "C", "O", "S", "H", "H", "H", "H"],
  "positions_angstrom": [[-0.10, -1.23, 3.46], [-0.25, -0.40, 2.58], [-0.38, -0.80, 1.22], [-0.14, -0.03, 0.23], [-0.17, -0.36, -1.06], [0.26, 0.61, -2.17], [0.61, 0.10, -3.29], [0.42, 2.39, -2.16], [-0.20, 0.74, 2.47], [-0.12, -1.94, 1.11], [-0.26, -1.32, -1.59], [0.34, 2.24, -0.80]],
  "mulliken_charge": [-0.50, 0.17, -0.12, -0.25, -0.07, 0.36, -0.53, -0.18, 0.29, 0.31, 0.36, 0.15],
  "e_lumo_ev": -0.8,
  "smiles": "O=CN/N=C/C(=O)S",
  "homo_energy_ha": -0.366,
  "homo_lumo_gap_ha": 0.3381
}


(12)
{
  "formula": "C3H4N2O2S",
  "method": "ωB97M-V/def2-TZVPD",
  "species": ["O", "C", "C", "N", "C", "N", "S", "O", "H", "H", "H", "H"],
  "positions_angstrom": [[-2.54, -1.78, -0.63], [-1.38, -1.33, -0.24], [-0.38, -1.86, 0.46], [0.52, -0.74, 0.54], [0.00, 0.31, -0.13], [0.51, 1.47, -0.28], [2.03, 1.77, 0.41], [-1.19, -0.03, -0.56], [-2.77, -1.17, -1.41], [-0.12, -2.86, 0.68], [1.58, -0.98, 0.66], [1.92, 3.22, 0.58]],
  "mulliken_charge": [-0.52, 0.58, -0.53, -0.22, 0.56, -0.48, -0.22, -0.40, 0.39, 0.38, 0.29, 0.16],
  "e_lumo_ev": 0.5,
  "smiles": "Oc1c[nH]/c(=N\\S)o1",
  "homo_energy_ha": -0.280,
  "homo_lumo_gap_ha": 0.3000
}


Computed ΔE to the lowest compared entry with this formula, charge and spin, in the same sequence as the records: 274.3; 225.3; 352.9; 369.0; 432.3; 294.9; 210.6; 612.2; 319.3; 622.5; 318.7; 255.4 kJ/mol.